Record 1
The following is a quantum chemistry calculation of a structure of composition C35H40N13O6P2RbS, from the Open Molecules 2025 dataset.

Total charge = -2
ΔE to the lowest compared entry with this formula, charge and spin = 0.530 eV
F_max = 3.869 eV Å⁻¹
Energy = -3626.0095 Ha

Each line ends with the natural charge from an NBO analysis.
Positions of all 98 atoms, in Å:
Rb (0.403, 0.555, -0.796)  0.8995
C (-5.485, -0.327, -3.899)  -0.4060
N (-4.359, -0.386, -3.016)  -0.3488
C (-3.941, -1.497, -2.342)  -0.1049
C (-2.812, -1.133, -1.663)  -0.0754
N (-2.527, 0.163, -1.912)  -0.4484
C (-3.463, 0.606, -2.714)  0.0527
P (-3.656, 2.278, -3.397)  0.7210
C (-1.986, 2.633, -4.010)  0.0572
N (-1.540, 3.871, -3.881)  -0.5165
C (-0.322, 3.876, -4.467)  -0.0900
C (-0.047, 2.639, -4.982)  -0.0960
N (-1.125, 1.858, -4.706)  -0.3236
C (-1.260, 0.484, -5.094)  -0.4293
C (-3.383, 3.244, -1.880)  0.0935
N (-2.783, 2.832, -0.791)  -0.4509
C (-2.619, 3.929, -0.018)  -0.0714
C (-3.143, 5.026, -0.645)  -0.1102
N (-3.650, 4.577, -1.829)  -0.3375
C (-4.238, 5.363, -2.872)  -0.4091
H (-6.407, -0.583, -3.367)  0.1985
H (-5.350, -1.029, -4.728)  0.1997
H (-5.573, 0.686, -4.296)  0.2285
H (-4.481, -2.421, -2.391)  0.2076
H (-2.205, -1.729, -1.009)  0.2504
H (0.273, 4.769, -4.479)  0.1928
H (0.804, 2.240, -5.498)  0.2530
H (-1.068, 0.382, -6.164)  0.2052
H (-2.271, 0.145, -4.876)  0.1864
H (-0.527, -0.134, -4.558)  0.2918
H (-2.110, 3.869, 0.922)  0.2081
H (-3.203, 6.058, -0.361)  0.2036
H (-4.705, 6.251, -2.444)  0.1969
H (-4.996, 4.773, -3.395)  0.2128
H (-3.474, 5.659, -3.595)  0.2306
O (3.548, 2.894, 0.473)  -0.7192
C (2.743, 2.663, -0.526)  0.7837
O (1.546, 2.802, -0.497)  -0.6485
C (3.481, 2.188, -1.778)  -0.1643
O (2.574, 1.473, -2.557)  -0.5396
C (3.140, 0.890, -3.705)  -0.1782
C (1.993, 0.099, -4.452)  0.7585
O (1.978, 0.205, -5.684)  -0.7771
O (1.220, -0.539, -3.724)  -0.7782
H (3.032, 2.842, 1.407)  0.5165
H (4.334, 1.566, -1.462)  0.1894
H (3.884, 3.065, -2.317)  0.1789
H (3.948, 0.185, -3.440)  0.1652
H (3.562, 1.656, -4.377)  0.1612
S (-1.475, -2.754, 1.289)  -0.5054
C (0.125, -3.309, 1.568)  0.1157
N (0.406, -4.475, 2.100)  -0.2863
N (-0.676, -5.194, 2.430)  -0.4423
C (-0.678, -6.455, 2.905)  0.2736
C (-1.906, -7.088, 3.171)  -0.2958
C (-1.939, -8.358, 3.700)  -0.2001
C (-0.764, -9.048, 3.967)  -0.3019
C (0.453, -8.441, 3.686)  -0.1923
C (0.504, -7.170, 3.160)  -0.3030
N (1.118, -2.462, 1.155)  -0.1846
N (2.299, -2.795, 1.448)  -0.1780
C (3.378, -2.009, 1.178)  0.1863
C (4.532, -2.657, 0.707)  -0.2242
C (5.720, -1.974, 0.587)  -0.2209
C (5.806, -0.642, 0.969)  -0.2393
C (4.673, 0.009, 1.434)  -0.1935
C (3.463, -0.652, 1.526)  -0.2668
H (-1.566, -4.702, 2.233)  0.3968
H (-2.824, -6.559, 2.955)  0.2065
H (-2.896, -8.817, 3.919)  0.1950
H (-0.800, -10.042, 4.392)  0.1921
H (1.371, -8.975, 3.893)  0.1969
H (1.440, -6.689, 2.937)  0.2346
H (4.458, -3.698, 0.430)  0.2127
H (6.594, -2.489, 0.210)  0.1986
H (6.753, -0.122, 0.905)  0.2008
H (4.725, 1.050, 1.713)  0.2298
H (2.599, -0.144, 1.934)  0.2407
C (-0.674, 2.814, 3.540)  -0.9204
P (-0.337, 1.434, 2.339)  0.7875
C (-2.082, 0.860, 2.140)  -0.9604
C (0.137, 0.140, 3.559)  -0.9288
H (-1.168, 2.429, 4.434)  0.2049
H (-1.306, 3.574, 3.082)  0.2099
H (0.268, 3.278, 3.817)  0.2305
H (-2.614, 0.854, 3.093)  0.1996
H (-2.050, -0.153, 1.744)  0.2613
H (-2.606, 1.486, 1.424)  0.2330
H (1.138, 0.316, 3.942)  0.2332
H (0.117, -0.823, 3.050)  0.2428
H (-0.569, 0.115, 4.391)  0.2039
O (2.554, 2.428, 2.743)  -0.5516
N (3.081, 3.232, 3.600)  0.0560
C (3.308, 2.840, 4.835)  -0.2263
C (3.117, 1.558, 5.396)  0.2686
N (2.999, 0.504, 5.844)  -0.3322
C (3.821, 3.771, 5.754)  0.3004
N (4.219, 4.487, 6.565)  -0.3781

***

Record 2
The following is a quantum chemistry calculation of a structure of composition C2H4NO2P, from the Open Molecules 2025 dataset.

Multiplicity = 3
ΔE to the lowest compared entry with this formula, charge and spin = 0.000 eV
F_max = 4.025 eV Å⁻¹
Energy = -625.0751 Ha

Each line ends with the Löwdin spin population.
Positions of all 10 atoms, in Å:
C (-0.057, -0.086, -0.148)  0.0290
C (-1.408, 0.570, 0.042)  0.0166
N (0.406, -1.259, -0.318)  0.2094
O (0.888, 0.836, 0.083)  0.1893
O (3.071, -0.105, 0.941)  0.6041
P (2.413, 0.005, -0.354)  0.9403
H (-1.721, 1.099, -0.845)  0.0005
H (-2.169, -0.187, 0.263)  0.0010
H (-1.171, 1.281, 0.773)  0.0001
H (-0.252, -2.155, -0.438)  0.0095

***

Record 3
The following is a quantum chemistry calculation of the molecule C5H5NO2, from the Open Molecules 2025 dataset.

SMILES = C#C/C(=C/C)[N+](=O)[O-]
ΔE to the lowest compared entry with this formula, charge and spin = 7.248 eV
F_max = 6.570 eV Å⁻¹
Energy = -398.5121 Ha

Each line ends with the natural charge from an NBO analysis.
Positions of all 13 atoms, in Å:
C (-2.262, 2.330, 0.238)  -0.2374
C (-1.434, 1.462, 0.080)  -0.0361
C (-0.414, 0.095, 0.069)  0.0155
C (0.906, 0.268, -0.041)  -0.0780
C (1.898, -0.934, -0.186)  -0.6390
N (-1.123, -1.139, 0.021)  0.4981
O (-0.505, -2.095, 0.476)  -0.3983
O (-2.217, -1.216, -0.421)  -0.3186
H (-2.758, 3.276, 0.146)  0.2444
H (1.429, 1.292, 0.136)  0.2473
H (2.814, -0.479, -0.747)  0.2211
H (2.314, -1.171, 0.868)  0.2454
H (1.352, -1.688, -0.639)  0.2357

***

Record 4
The following is a quantum chemistry calculation of a structure of composition C39H32As2CaClF3NO2S4Sb, from the Open Molecules 2025 dataset.

Total charge = -2
ΔE to the lowest compared entry with this formula, charge and spin = 0.219 eV
F_max = 0.172 eV Å⁻¹
Energy = -9452.8804 Ha

Each line ends with the Mulliken charge.
Positions of all 86 atoms, in Å:
Ca (-2.401, -1.400, 1.635)  1.0681
C (0.442, 2.074, -1.853)  -0.6925
C (0.134, 0.581, -1.945)  -0.7622
As (1.606, -0.747, -1.861)  0.3082
C (3.144, 0.381, -1.393)  -0.1383
C (3.679, 1.191, -2.394)  -0.2465
C (4.818, 1.952, -2.170)  -0.6620
C (5.461, 1.890, -0.943)  -0.2374
C (4.948, 1.074, 0.056)  -0.8761
C (3.796, 0.332, -0.164)  0.0073
C (1.299, -1.598, -0.133)  0.1106
C (1.578, -2.958, -0.058)  -0.6510
C (1.430, -3.650, 1.138)  -0.7752
C (1.001, -2.983, 2.274)  -0.2046
C (0.709, -1.623, 2.211)  -1.1673
C (0.845, -0.937, 1.009)  1.1385
As (0.773, 2.717, -0.005)  0.3400
C (2.320, 3.902, -0.391)  0.0723
C (2.495, 4.631, -1.566)  0.0667
C (3.589, 5.466, -1.738)  -0.8148
C (4.532, 5.596, -0.725)  -0.3206
C (4.371, 4.881, 0.452)  -0.7299
C (3.277, 4.039, 0.610)  -0.3023
C (-0.528, 4.180, 0.104)  0.4329
C (-1.080, 4.429, 1.357)  -0.5311
C (-2.004, 5.451, 1.529)  -0.6321
C (-2.385, 6.235, 0.450)  -0.3556
C (-1.842, 5.991, -0.803)  -0.8352
C (-0.918, 4.968, -0.972)  0.0381
H (-0.421, 2.622, -2.235)  0.7094
H (1.304, 2.346, -2.463)  0.3687
H (-0.343, 0.375, -2.905)  0.4552
H (-0.582, 0.297, -1.169)  0.0250
H (3.201, 1.226, -3.368)  0.3432
H (5.200, 2.596, -2.953)  0.3597
H (6.345, 2.488, -0.761)  0.3891
H (5.437, 1.027, 1.022)  0.3804
H (3.399, -0.286, 0.632)  0.4289
H (1.886, -3.491, -0.950)  0.2336
H (1.632, -4.714, 1.172)  0.3450
H (0.880, -3.516, 3.209)  0.3740
H (0.375, -1.088, 3.093)  0.6467
H (0.597, 0.118, 0.983)  -0.0358
H (1.768, 4.549, -2.366)  0.1920
H (3.706, 6.022, -2.661)  0.3720
H (5.386, 6.250, -0.855)  0.3625
H (5.102, 4.971, 1.247)  0.3947
H (3.163, 3.473, 1.528)  0.3694
H (-0.830, 3.784, 2.191)  0.2923
H (-2.446, 5.610, 2.505)  0.4036
H (-3.117, 7.023, 0.581)  0.3571
H (-2.144, 6.590, -1.654)  0.3631
H (-0.515, 4.786, -1.962)  0.1929
S (-4.720, -1.081, 2.995)  -0.7826
Sb (-3.785, 0.844, 4.104)  0.3295
S (-1.636, 1.044, 2.704)  -0.3186
S (-2.233, 1.191, 0.692)  -0.2489
S (-2.663, 0.018, 5.950)  -0.8208
F (-4.184, -8.345, 3.426)  -0.2574
C (-2.927, -7.926, 3.686)  0.7513
F (-2.732, -8.110, 5.007)  -0.2668
F (-2.100, -8.775, 3.049)  -0.2886
C (-2.719, -6.496, 3.283)  0.6670
C (-1.930, -6.169, 2.195)  -1.0974
C (-1.797, -4.828, 1.863)  -0.4332
N (-2.393, -3.856, 2.553)  0.2667
C (-3.165, -4.179, 3.594)  -0.4459
C (-3.353, -5.492, 3.997)  -1.0352
H (-1.435, -6.925, 1.603)  0.4789
H (-1.228, -4.521, 0.993)  0.6652
H (-3.643, -3.345, 4.099)  0.4593
H (-3.980, -5.714, 4.849)  0.4163
Cl (-3.109, -0.049, -6.280)  -0.2747
C (-2.699, -0.946, -4.831)  0.5933
C (-1.965, -2.114, -4.950)  -0.7222
C (-1.645, -2.820, -3.800)  -0.2222
C (-2.043, -2.362, -2.550)  -0.0790
C (-2.772, -1.182, -2.458)  0.0205
C (-3.112, -0.469, -3.600)  -0.9275
C (-1.650, -3.146, -1.305)  -0.0854
O (-1.098, -4.241, -1.454)  -0.7393
O (-1.903, -2.578, -0.200)  -0.3139
H (-1.650, -2.458, -5.927)  0.3930
H (-1.072, -3.736, -3.847)  0.4333
H (-3.059, -0.804, -1.484)  0.4753
H (-3.675, 0.452, -3.530)  0.4394

***

Record 5
The following is a quantum chemistry calculation of a cluster of 2 separate species, C4H6O in total, from the Open Molecules 2025 dataset.

SMILES = C=C1C=C1.O
ΔE to the lowest compared entry with this formula, charge and spin = 2.931 eV
F_max = 2.383 eV Å⁻¹
Energy = -231.1160 Ha

Each line ends with the natural charge from an NBO analysis.
Positions of all 11 atoms, in Å:
C (0.919, -0.103, 1.296)  -0.5497
C (0.245, -0.987, 0.575)  0.0036
C (-0.172, -2.258, -0.029)  -0.1801
C (-0.747, -1.179, -0.507)  -0.1468
H (0.751, 0.925, 1.132)  0.2006
H (1.699, -0.424, 2.051)  0.2013
H (-0.103, -3.355, 0.115)  0.2328
H (-1.413, -0.706, -1.239)  0.2365
O (-0.256, 2.342, -1.130)  -0.9433
H (-0.634, 2.788, -1.888)  0.4709
H (-0.290, 2.956, -0.378)  0.4743

***

Record 6
The following is a quantum chemistry calculation of a structure of composition C37H24BrIIrN6O4S2, from the Open Molecules 2025 dataset.

Multiplicity = 2
ΔE to the lowest compared entry with this formula, charge and spin = 2.391 eV
F_max = 3.488 eV Å⁻¹
Energy = -5826.2722 Ha

Each line ends with the Löwdin spin population.
Positions of all 76 atoms, in Å:
Ir (0.008, -0.057, -0.309)  0.8583
I (-2.535, -1.406, -0.470)  0.0112
C (-1.484, -3.020, -1.267)  -0.0100
C (-2.218, -4.031, -1.805)  0.0179
C (-1.551, -5.156, -2.339)  -0.0088
C (-0.192, -5.223, -2.274)  0.0146
C (0.571, -4.178, -1.692)  -0.0016
C (1.982, -4.280, -1.605)  0.0691
C (2.716, -3.276, -1.051)  -0.0052
C (2.078, -2.102, -0.593)  0.0763
C (0.719, -1.939, -0.665)  -0.0055
C (-0.076, -3.012, -1.193)  0.0160
H (-3.302, -3.980, -1.825)  0.0011
H (-2.127, -5.956, -2.789)  -0.0009
H (0.336, -6.086, -2.672)  0.0006
H (2.461, -5.179, -1.984)  0.0035
H (3.795, -3.357, -0.977)  -0.0020
H (2.691, -1.315, -0.182)  0.0043
S (1.790, 0.303, 1.585)  -0.1013
C (2.589, 1.704, 1.061)  -0.0073
C (3.261, 2.503, 2.008)  -0.0062
C (4.001, 3.591, 1.614)  0.0026
C (4.696, 4.393, 2.601)  0.0003
N (5.244, 5.027, 3.392)  0.0017
C (4.075, 3.914, 0.241)  -0.0028
C (3.390, 3.156, -0.686)  0.0010
C (2.628, 2.048, -0.294)  -0.0060
S (1.786, 1.157, -1.501)  -0.0299
C (4.873, 5.036, -0.211)  -0.0004
N (5.513, 5.913, -0.596)  -0.0015
H (3.197, 2.245, 3.058)  -0.0010
H (3.436, 3.422, -1.735)  -0.0005
C (-0.847, -2.194, 2.603)  -0.0006
O (-0.852, -0.861, 2.112)  0.0017
C (-1.116, 0.152, 3.004)  0.0003
C (-1.513, -0.094, 4.301)  0.0000
C (-1.659, 0.973, 5.170)  0.0000
Br (-2.245, 0.647, 6.945)  0.0001
C (-1.355, 2.233, 4.769)  0.0003
C (-0.966, 2.498, 3.437)  0.0018
C (-0.910, 1.455, 2.490)  0.0039
O (-0.578, 1.606, 1.164)  0.0493
C (-0.539, 3.907, 3.203)  0.0001
N (-0.028, 4.636, 4.163)  -0.0001
C (0.262, 5.870, 3.590)  0.0000
C (0.833, 7.013, 4.155)  0.0000
C (1.009, 8.119, 3.342)  0.0000
C (0.636, 8.098, 1.988)  0.0000
C (0.072, 6.973, 1.416)  0.0000
C (-0.103, 5.867, 2.246)  0.0000
N (-0.614, 4.602, 2.030)  0.0005
H (-1.853, -2.516, 2.880)  0.0000
H (-0.179, -2.291, 3.460)  0.0000
H (-0.482, -2.817, 1.789)  -0.0005
H (-1.694, -1.102, 4.652)  0.0000
H (-1.391, 3.060, 5.464)  0.0001
H (-0.709, 2.639, 0.149)  -0.0001
H (1.127, 7.016, 5.199)  0.0000
H (1.450, 9.023, 3.749)  0.0000
H (0.800, 8.981, 1.381)  0.0000
H (-0.211, 6.957, 0.366)  0.0000
H (-1.009, 4.283, 1.172)  0.0002
C (-2.707, 0.901, -5.128)  0.0005
N (-2.108, 1.606, -3.986)  0.0012
C (-2.138, 2.958, -3.868)  -0.0008
C (-1.653, 3.587, -2.780)  0.0015
C (-1.178, 2.758, -1.732)  0.0035
O (-0.833, 3.323, -0.615)  -0.0007
N (-1.096, 1.448, -1.851)  0.0415
C (-1.470, 0.817, -3.024)  0.0049
O (-1.260, -0.362, -3.260)  0.0036
H (-3.259, 1.614, -5.735)  0.0001
H (-3.383, 0.131, -4.766)  0.0000
H (-1.939, 0.416, -5.727)  0.0000
H (-2.570, 3.502, -4.694)  -0.0001
H (-1.658, 4.663, -2.674)  0.0004